Record 1
{"formula": "C3H8OS2", "method": "wB97M-V/def2-TZVPD", "smiles": "CSC=[S@@H](C)=O", "total_charge": 0, "homo_lumo_gap_ev": 8.03, "e_above_lowest_kj_mol": 455.9, "fmax_ha_per_bohr": 0.08828, "elements": ["C", "C", "C", "O", "S", "S", "H", "H", "H", "H", "H", "H", "H", "H"], "xyz": [[0.260, 1.015, 0.507], [0.289, -1.156, 2.217], [0.338, 0.283, -2.125], [-1.447, -0.836, -0.433], [-0.323, 0.506, 2.103], [-0.891, 0.449, -0.800], [0.372, 2.251, 0.485], [0.310, -1.359, 3.185], [1.319, -1.112, 1.942], [-0.214, -1.743, 1.578], [0.248, 0.964, -3.008], [1.283, 0.407, -1.606], [0.431, -0.713, -2.578], [-1.975, 1.043, -1.469]]}

***

Record 2
{"formula": "C3H8OSi", "method": "wB97M-V/def2-TZVPD", "smiles": "C=C(C)O[SiH3]", "total_charge": 0, "homo_lumo_gap_ev": 9.73, "e_above_lowest_kj_mol": 150.8, "fmax_ha_per_bohr": 0.08740, "elements": ["C", "C", "C", "O", "Si", "H", "H", "H", "H", "H", "H", "H", "H"], "xyz": [[-0.896, 0.840, 1.085], [-0.604, 0.192, -0.055], [-1.457, -0.748, -0.687], [0.531, 0.301, -0.660], [2.033, 0.068, -0.149], [-0.142, 1.410, 1.551], [-1.860, 0.712, 1.625], [-2.433, -0.398, -0.902], [-1.018, -0.942, -1.682], [-1.586, -1.589, -0.061], [2.653, -1.207, -0.013], [2.496, 0.969, -1.276], [2.285, 0.392, 1.226]]}

***

Record 3
{"formula": "C3H8P2", "method": "wB97M-V/def2-TZVPD", "total_charge": 0, "homo_lumo_gap_ev": [4.32, 3.76], "e_above_lowest_kj_mol": 596.3, "fmax_ha_per_bohr": 0.06579, "elements": ["C", "C", "C", "P", "P", "H", "H", "H", "H", "H", "H", "H", "H"], "xyz": [[-1.987, -0.128, 0.405], [2.955, -0.067, -0.489], [1.535, 0.177, -0.513], [-1.097, -1.265, 1.346], [-3.743, -0.242, 0.221], [-1.648, 0.896, 0.166], [3.379, -0.818, -1.165], [3.657, 0.751, -0.926], [3.251, -0.488, 0.474], [0.816, 0.426, -1.434], [0.996, -0.298, 0.327], [-4.293, -0.017, 1.608], [-3.822, 1.075, -0.020]]}